No. 1
Formula: C15H23N5O3
Source: the Open Molecules 2025 dataset
Level of theory: the ωB97M-V functional and the def2-TZVPD basis

The molar mass is 321.38 g/mol. As for the structure (SMILES): CCCCn1nnnc1NCc1cc(OC)c(OC)c(OC)c1. The HOMO energy comes out at -7.97 eV. The value obtained for the relative energy (zero: lowest compared OMol25 entry of this formula, charge and spin) is 4.144 eV.

Last column: natural (NBO) charge in e.
Atoms and positions in Å:
C: 1.716 3.786 3.444  -0.616
C: 0.721 3.366 4.519  -0.393
C: 0.712 1.863 4.804  -0.405
H: 1.721 1.527 5.053  0.225
H: 0.072 1.676 5.668  0.212
C: 0.197 1.000 3.648  -0.214
N: 1.201 0.784 2.645  -0.228
C: 1.257 1.118 1.325  0.506
N: 2.408 0.685 0.845  -0.388
N: 3.033 0.096 1.858  -0.051
N: 2.354 0.137 2.918  -0.086
N: 0.327 1.855 0.670  -0.600
H: -0.608 1.800 1.054  0.387
C: 0.366 1.859 -0.790  -0.234
C: -0.211 0.589 -1.360  -0.029
C: 0.583 -0.547 -1.419  -0.326
C: 0.047 -1.746 -1.863  0.283
C: -1.303 -1.819 -2.266  0.263
C: -2.099 -0.668 -2.190  0.237
C: -1.541 0.524 -1.738  -0.320
H: -2.145 1.415 -1.675  0.211
O: -3.419 -0.783 -2.555  -0.507
C: -4.209 0.377 -2.604  -0.248
H: -5.176 0.053 -2.987  0.200
H: -3.787 1.127 -3.281  0.178
H: -4.348 0.818 -1.611  0.173
O: -1.712 -3.060 -2.661  -0.502
C: -2.741 -3.188 -3.617  -0.239
H: -2.676 -4.217 -3.970  0.187
H: -2.594 -2.506 -4.459  0.173
H: -3.727 -3.013 -3.182  0.185
O: 0.741 -2.909 -1.954  -0.480
C: 2.090 -2.912 -1.550  -0.253
H: 2.429 -3.940 -1.675  0.199
H: 2.202 -2.619 -0.502  0.184
H: 2.699 -2.251 -2.175  0.177
H: 1.613 -0.474 -1.114  0.250
H: 1.415 1.963 -1.070  0.236
H: -0.194 2.734 -1.125  0.206
H: -0.672 1.467 3.178  0.199
H: -0.095 0.019 4.037  0.222
H: 0.974 3.877 5.451  0.207
H: -0.285 3.687 4.233  0.189
H: 2.699 3.368 3.650  0.210
H: 1.401 3.460 2.457  0.207
H: 1.806 4.870 3.422  0.212

Cartesian forces, eV/Å:
-0.144 0.041 0.107
0.194 -0.151 0.003
-0.222 0.198 -0.140
-0.036 -0.058 0.076
0.026 -0.076 0.020
-0.073 -0.086 0.719
0.320 0.234 -1.723
0.303 -0.332 1.036
-0.666 0.588 -0.827
0.790 -0.397 0.157
-0.192 -0.290 1.189
-0.382 0.305 0.169
0.127 -0.039 -0.045
-0.033 -0.097 -0.141
-0.050 -0.046 -0.097
0.116 -0.111 -0.085
-0.211 -0.097 -0.104
0.052 -0.198 -0.080
-0.056 -0.181 -0.044
-0.010 0.135 -0.020
-0.102 0.095 -0.031
0.472 -0.299 0.133
-0.136 0.183 0.005
0.041 0.079 0.032
-0.007 -0.025 0.041
0.022 -0.003 -0.050
0.143 0.352 0.408
-0.350 -0.177 -0.279
-0.009 0.068 -0.026
0.003 -0.014 0.032
0.128 -0.045 -0.093
-0.428 0.172 -0.080
0.259 0.022 0.089
0.020 0.083 0.017
-0.015 0.012 -0.037
-0.027 -0.012 0.032
0.098 -0.068 -0.003
-0.118 0.107 -0.066
0.110 -0.074 -0.046
0.056 -0.091 0.008
-0.080 0.144 -0.141
-0.091 0.036 0.008
-0.059 0.042 0.082
0.136 -0.035 -0.031
0.038 0.017 -0.111
0.044 0.091 -0.062

---

No. 2
Formula: C15H23NO2
Source: the Open Molecules 2025 dataset
Level of theory: the ωB97M-V functional and the def2-TZVPD basis

The molar mass is 249.35 g/mol. As for the structure (SMILES): CCOc1ccccc1OCCNC1CCCC1. The HOMO energy comes out at -7.81 eV. The value obtained for the relative energy (zero: lowest compared OMol25 entry of this formula, charge and spin) is 1.979 eV.

Last column: natural (NBO) charge in e.
Atoms and positions in Å:
C: -5.344 -0.847 -1.644  -0.638
C: -5.258 -0.901 -0.121  -0.059
H: -5.696 -1.836 0.240  0.192
H: -5.812 -0.067 0.330  0.167
O: -3.929 -0.937 0.350  -0.487
C: -3.174 0.199 0.331  0.248
C: -3.627 1.470 0.020  -0.299
C: -2.764 2.558 0.062  -0.226
C: -1.443 2.379 0.410  -0.212
C: -0.969 1.113 0.725  -0.329
C: -1.819 0.021 0.692  0.319
O: -1.464 -1.264 0.990  -0.495
C: -0.162 -1.522 1.454  -0.070
C: 0.923 -1.395 0.364  -0.258
N: 1.891 -0.378 0.731  -0.630
H: 2.434 -0.691 1.532  0.351
C: 2.788 0.035 -0.331  -0.046
C: 3.640 1.233 0.136  -0.411
C: 5.063 0.695 0.276  -0.402
C: 5.153 -0.329 -0.851  -0.399
H: 5.255 0.184 -1.808  0.196
H: 5.994 -1.013 -0.736  0.209
C: 3.806 -1.044 -0.779  -0.428
H: 3.849 -1.830 -0.021  0.195
H: 3.529 -1.506 -1.726  0.214
H: 5.189 0.199 1.240  0.191
H: 5.814 1.480 0.194  0.212
H: 3.615 2.021 -0.616  0.206
H: 3.250 1.641 1.067  0.219
H: 2.150 0.330 -1.170  0.195
H: 1.382 -2.379 0.178  0.175
H: 0.442 -1.077 -0.566  0.210
H: 0.088 -0.855 2.290  0.178
H: -0.213 -2.548 1.827  0.193
H: 0.072 0.985 0.978  0.249
H: -0.766 3.219 0.438  0.209
H: -3.139 3.540 -0.184  0.210
H: -4.657 1.636 -0.253  0.215
H: -6.385 -0.879 -1.956  0.212
H: -4.819 -1.698 -2.070  0.215
H: -4.888 0.063 -2.026  0.213

Cartesian forces, eV/Å:
0.178 0.022 0.390
-0.384 0.019 -0.273
0.004 0.179 -0.006
0.057 -0.108 0.019
0.388 0.130 0.077
0.124 -0.182 0.046
-0.158 -0.221 0.023
0.130 0.129 0.001
-0.128 0.149 -0.043
0.003 -0.219 0.044
-0.166 -0.153 -0.006
-0.438 0.225 -0.168
0.380 -0.145 -0.010
-0.107 -0.068 0.181
-0.046 0.016 0.243
-0.015 0.042 -0.040
0.027 0.033 0.010
0.074 -0.061 0.013
0.024 0.105 -0.178
0.050 -0.098 0.121
0.058 0.027 -0.060
0.060 0.003 -0.092
-0.024 0.104 -0.186
-0.043 -0.048 0.022
-0.012 -0.119 0.003
0.049 -0.021 0.071
0.069 0.005 0.093
0.008 0.073 -0.010
-0.079 0.081 -0.029
0.035 -0.020 0.041
-0.076 0.082 -0.053
-0.010 -0.054 0.024
-0.013 -0.037 -0.057
0.020 0.136 -0.006
0.123 -0.090 0.050
0.061 0.077 0.003
-0.027 0.078 -0.020
-0.100 -0.061 -0.029
-0.113 0.007 -0.060
0.021 -0.076 -0.064
-0.005 0.060 -0.084